Here is a structure of composition C64H50NP3SSiV at a distorted geometry from the Open Molecules 2025 dataset. Energies are from ωB97M-V/def2-TZVPD.

Summary:
- DFT total energy: -5179.30356 Ha
- Maximum force: 1.7 eV/Å
- HOMO energy (alpha / beta): -5.976 / -6.678 eV
- E_LUMO (alpha / beta): 0.6 / 0.3 eV
- Spin multiplicity: 4
- Orbital gap (alpha / beta): 6.61 / 7.01 eV

Cartesian coordinates (Å):
1 V -0.2919 0.0145 -0.1065
2 C -3.0503 5.4038 -1.5186
3 C -2.9965 4.1095 -2.0088
4 C -2.1142 3.1958 -1.4592
5 C -1.2727 3.5665 -0.4159
6 C -1.3442 4.8668 0.0849
7 C -2.2329 5.7745 -0.4621
8 P -0.0460 2.3356 0.1722
9 C 0.1584 2.8710 1.9069
10 C 1.4088 2.8885 2.5201
11 C 1.5226 3.2085 3.8615
12 C 0.3969 3.5233 4.6036
13 C -0.8478 3.5333 3.9948
14 C -0.9686 3.2035 2.6581
15 C 1.5045 3.0217 -0.5287
16 C 1.6662 4.3224 -0.9911
17 C 2.8861 4.7162 -1.5145
18 C 3.9413 3.8200 -1.5675
19 C 3.7690 2.5196 -1.1247
20 C 2.5524 2.1008 -0.6064
21 Si 2.0453 0.2916 -0.1718
22 C 2.8834 -0.0048 1.5282
23 C 4.2395 0.1286 1.7852
24 C 4.7240 0.2224 3.0783
25 C 3.8312 0.2570 4.1352
26 C 2.4729 0.1307 3.9019
27 C 1.9927 -0.0645 2.6117
28 P 0.2069 -0.2650 2.2222
29 C -0.1296 -2.0530 2.2681
30 C -1.5766 -2.2737 1.9541
31 C -2.1864 -3.6427 2.2797
32 C -1.1995 -4.8175 2.3271
33 C 0.2769 -4.4601 2.0532
34 C 0.7239 -3.0704 2.3728
35 C -0.6461 -0.0985 3.8605
36 C -1.8504 0.5872 3.9351
37 C -2.5692 0.6179 5.1190
38 C -2.0966 -0.0443 6.2370
39 C -0.9360 -0.7967 6.1487
40 C -0.2300 -0.8478 4.9620
41 C 2.7518 -0.5286 -1.7526
42 C 4.0803 -0.8352 -1.9962
43 C 4.4913 -1.3257 -3.2240
44 C 3.5583 -1.5394 -4.2243
45 C 2.2213 -1.2621 -3.9931
46 C 1.8126 -0.7620 -2.7618
47 P 0.0590 -0.3008 -2.4325
48 C -0.1064 0.8801 -3.8358
49 C 0.1991 2.2101 -3.5745
50 C 0.2039 3.1519 -4.5864
51 C -0.0955 2.7688 -5.8839
52 C -0.4077 1.4464 -6.1560
53 C -0.4180 0.5041 -5.1419
54 C -1.0017 -1.6307 -3.0929
55 C -2.3493 -1.2825 -3.1970
56 C -3.2977 -2.2274 -3.5326
57 C -2.9171 -3.5402 -3.7617
58 C -1.5794 -3.8900 -3.6859
59 C -0.6252 -2.9407 -3.3619
60 H -3.7303 6.1228 -1.9532
61 H -3.6408 3.8112 -2.8228
62 H -2.0756 2.1772 -1.8263
63 H -0.7073 5.1657 0.9070
64 H -2.2847 6.7788 -0.0651
65 H 2.2966 2.6663 1.9441
66 H 2.4980 3.2113 4.3266
67 H 0.4891 3.7677 5.6515
68 H -1.7268 3.7953 4.5657
69 H -1.9407 3.2123 2.1803
70 H 0.8412 5.0216 -0.9829
71 H 3.0089 5.7210 -1.8931
72 H 4.8926 4.1310 -1.9750
73 H 4.5856 1.8170 -1.2084
74 H 4.9282 0.1989 0.9568
75 H 5.7845 0.3220 3.2582
76 H 4.1846 0.4073 5.1441
77 H 1.7912 0.2404 4.7318
78 H -2.1842 -1.4430 2.3353
79 H -2.9831 -3.6417 3.0209
80 H -1.3888 -5.5759 3.0827
81 H 0.9722 -5.2035 2.4469
82 H 1.7788 -2.9083 2.5580
83 H -2.2394 1.0722 3.0500
84 H -3.5087 1.1490 5.1602
85 H -2.6486 -0.0003 7.1648
86 H -0.5960 -1.3656 7.0018
87 H 0.6295 -1.4985 4.8823
88 H 4.8044 -0.6874 -1.2073
89 H 5.5392 -1.5255 -3.4068
90 H 3.8792 -1.9221 -5.1816
91 H 1.4973 -1.4316 -4.7774
92 H 0.4359 2.4915 -2.5563
93 H 0.4518 4.1794 -4.3605
94 H -0.0831 3.4986 -6.6808
95 H -0.6339 1.1478 -7.1710
96 H -0.6717 -0.5205 -5.3772
97 H -2.6472 -0.2593 -2.9954
98 H -4.3397 -1.9506 -3.6012
99 H -3.6610 -4.2861 -4.0012
100 H -1.2777 -4.9120 -3.8735
101 H 0.4149 -3.2308 -3.3244
102 C 1.6367 -3.2251 -0.7073
103 C 0.2343 -3.3567 -0.2092
104 C 0.0056 -4.6503 0.5166
105 C -1.4293 -5.0609 0.8234
106 C -2.4445 -3.9103 0.7662
107 C -3.7643 -4.2714 0.2105
108 C -4.5318 -3.3640 -0.4058
109 C -4.1190 -2.0046 -0.5204
110 C -2.9006 -1.5649 -0.1210
111 S -2.5955 0.1223 -0.1277
112 C -1.8546 -2.5081 0.4249
113 N -0.6004 -2.3976 -0.2877
114 H 2.2263 -4.0802 -0.3853
115 H 2.0897 -2.3165 -0.3175
116 H 1.6713 -3.1678 -1.7911
117 H 0.5991 -5.4511 0.0741
118 H -1.7652 -6.0079 0.4098
119 H -4.0816 -5.2953 0.3413
120 H -5.4982 -3.6393 -0.8048
121 H -4.8125 -1.2853 -0.9319

Here are the Mulliken charges for atoms 1 to 99, given in e:
1 V -0.572
2 C -0.820
3 C -1.051
4 C -0.045
5 C 0.305
6 C -0.305
7 C -0.743
8 P 2.920
9 C 0.135
10 C -0.087
11 C -0.913
12 C -0.818
13 C -0.843
14 C -0.459
15 C -1.033
16 C -0.219
17 C -0.927
18 C -0.937
19 C -0.452
20 C 0.776
21 Si -0.021
22 C 0.926
23 C -0.347
24 C -0.891
25 C -1.051
26 C -0.795
27 C 0.341
28 P 1.607
29 C -0.278
30 C -0.808
31 C -0.922
32 C -0.302
33 C -0.726
34 C -0.519
35 C 1.380
36 C 0.101
37 C -1.063
38 C -0.841
39 C -1.069
40 C -1.079
41 C 1.198
42 C -0.497
43 C -1.093
44 C -1.012
45 C -0.354
46 C -0.209
47 P 2.281
48 C 0.317
49 C 0.097
50 C -0.912
51 C -0.812
52 C -0.902
53 C -0.602
54 C 0.729
55 C 0.089
56 C -0.611
57 C -0.776
58 C -0.886
59 C -1.128
60 H 0.401
61 H 0.522
62 H -0.120
63 H 0.508
64 H 0.437
65 H 0.348
66 H 0.461
67 H 0.419
68 H 0.428
69 H 0.561
70 H 0.469
71 H 0.412
72 H 0.417
73 H 0.437
74 H 0.278
75 H 0.431
76 H 0.419
77 H 0.810
78 H 1.224
79 H 0.388
80 H 0.376
81 H 0.601
82 H 0.634
83 H 0.569
84 H 0.495
85 H 0.431
86 H 0.448
87 H 0.541
88 H 0.366
89 H 0.450
90 H 0.417
91 H 0.457
92 H -0.058
93 H 0.525
94 H 0.406
95 H 0.428
96 H 0.473
97 H 0.155
98 H 0.427
99 H 0.380